(1)
Molecular formula: C31H26BrN8O2Sn
Method: DFT, wB97M-V/def2-TZVPD

The total charge is +1. The frontier orbital gap comes out at 7.2 eV. The lowest unoccupied orbital energy comes out at -3.860 eV. For the molar mass, the calculation gives 741.22 g mol⁻¹. The calculation puts the HOMO energy at -11.09 eV.

XYZ file:
```
69
Properties=species:S:1:pos:R:3:mulliken_charge:R:1
Sn 0.882 -0.025 -0.276 0.81
C 3.153 1.595 -4.189 -0.39
C 2.469 0.812 -3.267 -0.24
N 1.891 1.359 -2.210 -0.04
C 1.984 2.676 -2.039 0.11
C 2.641 3.450 -2.990 -0.12
N 3.227 2.911 -4.052 -0.58
C 1.297 3.234 -0.843 0.09
C 1.253 4.598 -0.598 -0.64
C 0.480 5.085 0.448 0.66
C -0.223 4.163 1.214 -0.31
C -0.103 2.813 0.941 0.31
N 0.668 2.356 -0.055 -0.11
C -0.800 1.801 1.770 -0.09
C -1.863 2.093 2.623 -0.19
N -2.475 1.153 3.321 -0.59
C -2.052 -0.102 3.181 -0.38
C -1.006 -0.419 2.336 -0.21
N -0.389 0.545 1.649 -0.08
C 0.396 6.536 0.726 0.26
C -0.814 7.126 1.071 -0.55
C -0.842 8.491 1.315 -0.39
N 0.233 9.270 1.247 -0.58
C 1.389 8.698 0.921 -0.40
C 1.522 7.345 0.648 -0.52
H 3.637 1.152 -5.051 0.40
H 2.381 -0.261 -3.387 0.42
H 2.698 4.528 -2.914 0.42
H 1.780 5.289 -1.237 0.58
H -0.818 4.505 2.047 0.67
H -2.255 3.097 2.715 0.41
H -2.561 -0.866 3.754 0.43
H -0.646 -1.431 2.192 0.42
H -1.728 6.547 1.121 0.49
H -1.774 8.980 1.574 0.38
H 2.253 9.351 0.880 0.37
H 2.495 6.935 0.407 0.47
Br -6.382 -4.035 -0.252 -0.17
C -5.068 -2.690 -0.441 0.09
C -5.459 -1.362 -0.529 -0.52
C -4.490 -0.382 -0.655 -0.40
C -3.144 -0.727 -0.716 0.42
C -2.770 -2.065 -0.640 -0.37
C -3.731 -3.052 -0.491 -0.64
C -2.118 0.356 -0.801 0.55
O -2.366 1.500 -0.463 -0.60
O -0.934 -0.031 -1.237 -0.59
H -6.508 -1.103 -0.494 0.44
H -4.765 0.663 -0.704 0.48
H -1.723 -2.335 -0.702 0.51
H -3.450 -4.094 -0.421 0.48
N 1.320 -2.939 0.682 -0.53
C 1.327 -4.072 0.431 0.34
N 1.336 -5.353 0.143 0.08
C 0.885 -6.362 1.110 -0.76
C 2.057 -7.252 1.528 -0.57
C 3.024 -7.478 0.349 -0.57
C 2.319 -7.284 -0.991 -0.66
C 1.872 -5.832 -1.144 -0.72
H 0.098 -6.953 0.638 0.30
H 0.440 -5.851 1.961 0.45
H 1.657 -8.200 1.890 0.34
H 2.590 -6.793 2.361 0.29
H 3.462 -8.474 0.407 0.35
H 3.854 -6.770 0.412 0.29
H 1.461 -7.956 -1.068 0.32
H 2.981 -7.531 -1.821 0.37
H 1.117 -5.730 -1.927 0.30
H 2.726 -5.205 -1.407 0.42
```



(2)
Molecular formula: CH2FNO
Method: DFT, wB97M-V/def2-TZVPD

The SMILES is NC(=O)F. The frontier orbital gap comes out at 11.7 eV. The lowest unoccupied orbital energy comes out at 0.686 eV. For the molar mass, the calculation gives 63.03 g mol⁻¹. The calculation puts the HOMO energy at -11.06 eV.

XYZ file:
```
6
Properties=species:S:1:pos:R:3:mulliken_charge:R:1
C 0.746 0.225 0.019 0.54
N -0.939 0.034 -0.318 -0.51
O 1.398 1.150 0.169 -0.33
F 1.185 -1.033 -0.016 -0.19
H -1.269 0.537 0.461 0.24
H -1.121 -0.913 -0.315 0.24
```